1.
Below is C18H23CsN5O as an isolated structure, with properties calculated with the ωB97M-V functional and the def2-TZVPD basis.

Structure (XYZ):
```
48
Properties=species:S:1:pos:R:3:forces:R:3:mulliken_charge:R:1
Cs -0.035 0.876 -0.010 0.04 -0.11 0.00 1.06
O -1.099 5.681 0.024 0.02 0.01 0.00 -0.81
C -1.094 4.438 0.017 -0.05 -0.12 0.00 0.03
N -0.027 3.637 0.005 -0.01 0.80 0.01 -0.32
C 1.148 4.497 0.001 -0.03 -0.09 0.00 -0.53
C 2.487 3.817 -0.012 -0.08 -0.04 0.00 0.32
C 3.635 4.621 -0.016 0.01 -0.03 0.00 -0.74
C 4.882 4.040 -0.028 -0.04 0.02 0.00 -0.30
C 4.973 2.650 -0.036 0.01 -0.01 0.00 -0.72
C 3.797 1.935 -0.032 0.02 -0.02 0.00 -0.14
N 2.578 2.489 -0.020 -0.03 -0.18 0.00 -0.14
C -2.477 3.790 0.022 0.12 -0.07 0.00 0.36
C -3.585 4.636 0.035 -0.03 0.00 0.00 -0.50
C -4.854 4.092 0.040 0.03 0.00 0.00 -0.33
C -4.991 2.710 0.032 -0.01 0.00 0.00 -0.67
C -3.839 1.950 0.020 0.00 -0.04 0.00 -0.16
N -2.607 2.462 0.015 0.01 -0.12 0.00 -0.15
H 1.138 5.178 0.864 0.01 -0.01 0.01 0.29
H 1.126 5.188 -0.853 0.01 -0.01 -0.01 0.29
H 3.520 5.697 -0.009 0.00 0.00 0.00 0.42
H 5.775 4.652 -0.030 0.00 0.00 0.00 0.42
H 5.928 2.143 -0.046 0.00 0.00 0.00 0.35
H 3.824 0.847 -0.039 0.01 0.00 0.00 0.36
H -3.400 5.700 0.041 0.00 0.00 0.00 0.45
H -5.727 4.732 0.051 0.00 0.00 0.00 0.42
H -5.963 2.234 0.036 0.00 0.00 0.00 0.35
H -3.906 0.864 0.013 -0.02 0.00 0.00 0.37
C -1.459 -5.165 0.326 0.03 -0.06 0.01 -0.58
C -1.408 -3.633 0.119 -0.01 0.04 -0.02 -0.51
N -0.025 -3.184 -0.025 -0.01 -0.06 0.00 -0.18
C 0.768 -3.669 1.102 0.00 0.03 0.01 -0.54
C 0.897 -5.208 1.047 -0.01 -0.06 -0.03 -0.55
N -0.084 -5.692 0.014 0.00 0.05 0.00 -0.14
C 0.343 -5.233 -1.355 -0.03 -0.05 0.03 -0.54
C 0.530 -3.700 -1.274 0.02 0.03 0.00 -0.56
H -2.162 -5.666 -0.337 -0.01 0.01 0.00 0.37
H -1.679 -5.450 1.353 -0.01 0.01 0.00 0.34
H -1.869 -3.131 0.968 0.00 0.00 0.00 0.38
H -1.960 -3.347 -0.775 -0.01 0.00 0.00 0.33
H 0.283 -3.356 2.026 0.01 0.00 0.00 0.34
H 1.757 -3.214 1.075 0.00 0.01 0.00 0.37
H 0.651 -5.696 1.988 0.00 0.01 0.01 0.37
H 1.882 -5.543 0.725 0.00 0.01 0.01 0.35
H -0.108 -6.710 0.029 0.00 0.00 0.00 0.34
H -0.444 -5.531 -2.046 0.01 0.01 -0.01 0.35
H 1.257 -5.766 -1.610 0.01 0.01 -0.01 0.37
H 0.036 -3.223 -2.119 0.00 0.00 0.00 0.37
H 1.587 -3.439 -1.317 0.00 0.00 -0.01 0.33
```
Positions in Å, forces in eV/Å.

Properties
* electronic energy: -29078.6106 eV
* charge: +1
* strongest force on any atom: 0.8 eV/Å
* ΔE to the lowest compared entry with this formula, charge and spin: 25.1 kcal per mole
* molar mass: 458.32 g mol⁻¹
* HOMO energy: -8.91 eV

2.
Below is a single C18H23F2N5O3S molecule, with properties calculated with the ωB97M-V functional and the def2-TZVPD basis.

Structure (XYZ):
```
52
Properties=species:S:1:pos:R:3:forces:R:3:mulliken_charge:R:1
H 3.988 5.767 -4.822 0.00 0.01 0.00 0.21
N 3.389 6.267 -4.171 0.01 -0.02 -0.01 -0.77
C 2.515 5.511 -3.650 0.01 0.01 0.00 0.62
N 2.266 4.165 -3.826 0.01 0.01 -0.01 -0.16
C 1.213 3.641 -3.088 -0.01 -0.06 0.05 -0.54
C 0.907 2.218 -3.213 0.01 -0.01 -0.05 0.44
N 1.599 1.569 -4.069 -0.04 0.03 0.01 -0.46
O 1.275 0.227 -4.155 0.01 0.04 0.05 -0.23
C 2.013 -0.351 -5.227 0.00 0.00 0.02 -0.56
C -0.195 1.657 -2.331 0.01 0.05 -0.04 0.80
O -1.254 2.242 -2.217 0.00 -0.01 0.01 -0.62
N 0.118 0.527 -1.659 -0.02 -0.01 0.07 -0.05
C -0.823 -0.103 -0.791 -0.03 -0.04 -0.04 0.93
C -1.081 -1.576 -0.926 0.03 -0.01 0.03 -1.02
C -2.155 -0.591 -1.282 -0.02 0.04 0.04 -0.35
C -3.167 -0.264 -0.206 -0.10 0.12 0.08 -0.99
N -2.353 -0.004 0.991 0.26 -0.36 -0.18 -0.02
C -2.570 -0.758 2.117 -0.17 0.38 0.15 0.41
O -3.612 -1.364 2.288 0.07 -0.17 -0.10 -0.66
C -1.496 -0.774 3.189 0.01 -0.03 0.01 -0.88
C -0.527 -1.943 2.993 -0.01 0.02 0.02 -0.65
C 0.421 -2.102 4.171 -0.03 -0.01 0.00 0.30
C -0.245 -2.716 5.437 -0.03 0.00 0.01 -1.34
C 0.455 -4.031 5.108 0.01 -0.02 0.01 1.22
F 1.096 -4.648 6.138 -0.03 0.00 -0.03 -0.36
F -0.384 -4.960 4.561 0.03 0.03 0.02 -0.32
C 1.342 -3.350 4.072 0.02 -0.01 -0.02 -1.31
C -1.051 0.512 0.580 -0.01 0.02 0.02 -0.78
C 0.606 4.549 -2.311 0.00 0.02 0.00 -0.23
S 1.333 6.119 -2.474 -0.01 -0.01 0.00 -0.21
H 2.798 3.593 -4.460 -0.01 0.00 0.00 0.22
H 1.736 -1.402 -5.239 0.01 0.00 -0.01 0.26
H 1.741 0.118 -6.173 0.00 0.00 0.00 0.25
H 3.085 -0.245 -5.055 0.00 -0.01 0.00 0.27
H 0.977 0.055 -1.889 0.00 -0.03 -0.03 0.37
H -0.587 -2.082 -1.745 -0.01 0.02 -0.01 0.43
H -1.192 -2.167 -0.024 0.01 0.01 0.00 0.07
H -2.430 -0.454 -2.318 0.02 0.00 0.00 0.23
H -3.721 0.633 -0.488 -0.03 0.00 0.00 0.33
H -3.869 -1.062 0.023 0.00 0.00 -0.02 0.45
H -0.951 0.170 3.242 -0.01 0.00 0.00 0.33
H -2.032 -0.899 4.130 0.01 0.00 0.01 0.63
H -1.102 -2.865 2.861 0.00 0.00 0.00 0.37
H 0.059 -1.803 2.079 0.01 0.00 -0.01 0.20
H 0.953 -1.168 4.355 0.00 -0.01 0.00 0.71
H 0.123 -2.302 6.373 0.00 0.01 -0.01 0.31
H -1.333 -2.765 5.448 0.00 0.00 0.01 0.36
H 1.394 -3.849 3.106 0.00 -0.01 0.00 0.32
H 2.343 -3.185 4.466 0.00 0.01 -0.01 0.33
H -0.273 0.262 1.297 0.00 -0.01 -0.03 0.27
H -1.087 1.600 0.468 0.01 0.01 0.00 0.42
H -0.252 4.381 -1.684 0.00 -0.02 0.00 0.42
```
Positions in Å, forces in eV/Å.

Properties
* electronic energy: -48900.6676 eV
* strongest force on any atom: 0.5 eV/Å
* ΔE to the lowest compared entry with this formula, charge and spin: 2.3 kcal per mole
* SMILES: [H]/N=c1\[nH]c(/C(=N/OC)C(=O)N[C@]23C[C@H]2CN(C(=O)CCC2CC(F)(F)C2)C3)cs1
* molar mass: 427.48 g mol⁻¹
* HOMO energy: -7.96 eV

3.
Below is C18H23I2NO3RuS2Y as an isolated structure, with properties calculated with the ωB97M-V functional and the def2-TZVPD basis.

Structure (XYZ):
```
51
Properties=species:S:1:pos:R:3:forces:R:3:mulliken_charge:R:1
I -3.023 2.171 1.758 0.19 0.83 -0.39 0.32
I -1.621 4.026 0.538 -0.39 -0.53 0.28 0.54
Y 1.093 0.159 -3.164 0.70 2.81 -0.44 0.97
Ru 0.146 0.455 -0.528 -0.32 1.32 0.58 0.98
S -1.066 1.362 -2.298 -1.27 0.11 -1.25 -0.34
S 1.977 1.759 -1.089 -0.23 0.46 -1.27 -0.40
C -0.091 -1.342 -0.485 -1.67 -6.40 -1.24 0.14
C -2.863 0.667 -3.266 -0.42 -0.33 -0.34 1.15
C 3.319 1.386 0.084 0.93 -0.45 0.62 1.67
C -2.668 0.706 -4.782 0.57 0.45 -0.09 -1.31
C -3.118 -0.702 -2.692 0.39 -0.17 0.32 -1.01
C -3.926 1.642 -2.810 0.56 0.85 0.37 -1.36
C 4.589 1.889 -0.594 0.06 0.15 -0.12 -1.59
C 3.392 -0.111 0.309 0.14 -0.45 0.01 -1.21
C 3.114 2.075 1.428 -0.10 0.46 -0.02 -1.52
C -0.002 -1.901 -3.766 -3.06 -5.53 -2.20 0.18
C 2.167 -1.842 -2.492 3.84 -5.27 1.84 0.14
O -0.353 -2.497 -0.435 1.01 3.99 0.22 -0.37
O -0.458 -2.904 -4.115 2.03 4.32 1.59 -0.04
O 2.738 -2.814 -2.211 -2.66 4.21 -1.19 -0.06
H -1.898 0.023 -5.175 -0.21 -0.04 0.30 0.28
H -2.398 1.712 -5.129 -0.14 -0.16 0.14 0.40
H -3.611 0.449 -5.304 0.33 0.02 0.52 0.42
H -2.350 -1.425 -2.985 -0.24 0.05 0.10 0.05
H -4.096 -1.107 -2.999 0.29 0.32 -0.08 0.46
H -3.124 -0.600 -1.604 -0.06 -0.33 0.01 0.24
H -4.053 1.595 -1.720 -0.16 -0.14 -0.22 0.25
H -4.884 1.410 -3.304 0.38 0.03 0.15 0.47
H -3.636 2.679 -3.045 -0.29 -0.34 -0.15 0.39
H 5.473 1.651 0.010 -0.23 0.03 -0.06 0.42
H 4.538 2.973 -0.718 0.15 -0.07 -0.08 0.45
H 4.702 1.421 -1.576 0.15 0.09 0.08 0.40
H 4.259 -0.350 0.939 -0.17 0.03 -0.15 0.51
H 3.493 -0.655 -0.630 0.23 0.02 0.00 0.10
H 2.494 -0.489 0.801 0.06 -0.03 0.11 0.18
H 3.972 1.864 2.079 -0.17 -0.01 -0.20 0.45
H 2.205 1.743 1.929 0.03 -0.06 0.02 0.22
H 3.051 3.158 1.318 0.06 0.01 -0.01 0.40
N 0.269 0.349 1.467 -1.35 -2.12 3.72 -0.21
C -0.022 -0.332 2.388 1.02 2.88 -2.59 0.19
C -0.359 -1.007 3.570 0.13 -0.67 0.69 0.36
C 0.651 -1.250 4.516 -0.17 1.59 -2.51 -0.13
C 0.350 -1.988 5.649 -0.74 -1.22 1.81 -0.51
C -0.934 -2.507 5.832 -0.45 -0.23 -0.10 -0.51
C -1.953 -2.210 4.925 0.08 -1.17 2.08 -0.58
C -1.678 -1.461 3.783 0.86 1.32 -1.42 -0.05
H 1.632 -0.812 4.338 -0.05 -0.27 0.21 0.54
H 1.125 -2.142 6.387 0.01 -0.15 0.15 0.49
H -1.128 -3.151 6.683 -0.09 0.17 0.03 0.48
H -2.971 -2.547 5.109 0.17 -0.06 0.01 0.47
H -2.466 -1.181 3.078 0.25 -0.31 0.23 0.52
```
Positions in Å, forces in eV/Å.

Properties
* electronic energy: -68122.6791 eV
* 2S+1: 6
* charge: +4
* strongest force on any atom: 6.8 eV/Å
* ΔE to the lowest compared entry with this formula, charge and spin: 48.6 kcal per mole
* molar mass: 809.30 g mol⁻¹
* HOMO energy (spin up / spin down): -18.04 / -19.59 eV

Which formula does entry 3 have? C18H23I2NO3RuS2Y